DFT (ωB97M-V/def2-TZVPD) results for a molecular structure, C38H57As2CsN6S3Si2.

## Properties
* orbital gap: 0.1165 hartree
* total energy: -219760.472 eV
* energy above the lowest of the compared OMol25 structures with the same formula, charge and spin: 71.9 kJ/mol
* highest occupied orbital energy: 0.123 eV
* total charge: -2

Each line ends with the Löwdin charge.
Cartesian coordinates (Å):
Cs  0.03  -0.22  0.85  0.481
C  1.25  -1.21  -3.96  -0.034
C  0.40  -0.32  -3.08  -0.271
N  -0.63  -0.74  -2.46  0.062
N  -0.97  -2.04  -2.62  -0.057
C  -1.90  -2.60  -1.80  -0.919
N  -1.88  -3.96  -1.85  0.063
S  -2.94  -1.78  -0.80  0.644
C  0.79  1.09  -2.82  -0.240
C  1.53  1.85  -3.72  -0.024
C  1.92  3.13  -3.38  -0.066
C  1.57  3.63  -2.13  -0.043
C  0.82  2.81  -1.30  -0.132
N  0.43  1.59  -1.63  0.045
H  1.62  -2.05  -3.36  0.032
H  2.11  -0.68  -4.35  0.068
H  0.67  -1.61  -4.79  0.088
H  -0.24  -2.67  -2.92  0.054
H  -0.94  -4.36  -1.91  -0.002
H  -2.45  -4.38  -1.13  0.058
H  1.81  1.44  -4.69  0.103
H  2.50  3.73  -4.07  0.102
H  1.89  4.60  -1.78  0.106
H  0.55  3.14  -0.30  0.093
S  2.85  1.16  2.09  0.353
C  3.02  2.87  1.89  -0.809
C  4.19  3.44  1.34  -0.151
C  4.33  4.80  1.18  -0.135
C  3.32  5.68  1.57  -0.139
C  2.16  5.14  2.12  -0.131
C  2.00  3.77  2.29  -0.456
As  0.33  2.95  2.89  1.260
C  0.75  2.51  4.74  -0.404
C  1.88  2.99  5.39  -0.117
C  2.11  2.66  6.72  -0.104
C  1.21  1.84  7.40  -0.113
C  0.10  1.35  6.74  -0.086
C  -0.14  1.68  5.41  -0.104
C  -0.67  4.62  3.23  -0.392
C  -0.56  5.39  4.38  -0.104
C  -1.30  6.56  4.53  -0.103
C  -2.17  6.97  3.53  -0.116
C  -2.30  6.20  2.38  -0.102
C  -1.56  5.03  2.24  -0.127
H  4.98  2.77  1.03  0.083
H  5.25  5.20  0.75  0.085
H  3.43  6.75  1.46  0.079
H  1.37  5.82  2.43  0.084
H  2.59  3.60  4.85  0.101
H  3.00  3.02  7.22  0.090
H  1.40  1.58  8.43  0.087
H  -0.59  0.68  7.25  0.100
H  -0.98  1.24  4.89  0.071
H  0.11  5.09  5.17  0.096
H  -1.21  7.15  5.43  0.092
H  -2.75  7.87  3.64  0.089
H  -2.99  6.49  1.60  0.095
H  -1.68  4.42  1.35  0.089
C  4.17  -1.87  -1.36  -0.241
Si  3.58  -3.45  -0.51  0.093
C  4.21  -3.35  1.26  -0.229
C  4.54  -4.87  -1.33  -0.253
As  1.29  -3.57  -0.77  0.647
Si  0.81  -5.05  0.96  0.125
C  -0.96  -5.71  0.81  -0.249
C  0.91  -4.32  2.69  -0.223
C  1.91  -6.60  0.95  -0.250
H  5.26  -1.84  -1.44  0.019
H  3.85  -0.99  -0.79  0.016
H  3.75  -1.79  -2.37  -0.005
H  5.29  -3.16  1.26  0.022
H  4.04  -4.28  1.81  0.004
H  3.73  -2.53  1.80  0.026
H  5.62  -4.74  -1.21  0.013
H  4.31  -4.90  -2.40  0.009
H  4.25  -5.83  -0.90  -0.001
H  -1.67  -4.89  0.97  0.022
H  -1.13  -6.46  1.58  0.021
H  -1.14  -6.18  -0.16  0.009
H  0.31  -3.42  2.80  0.011
H  1.94  -4.10  2.97  0.008
H  0.51  -5.04  3.41  0.025
H  1.85  -7.11  -0.01  0.015
H  1.61  -7.29  1.74  0.015
H  2.96  -6.34  1.12  -0.004
C  -6.68  -0.14  -3.32  -0.105
C  -5.90  -0.12  -2.02  -0.288
N  -4.74  0.75  -2.08  -0.005
C  -4.79  2.07  -1.89  -0.882
S  -6.21  2.94  -1.59  0.548
N  -3.59  2.73  -1.95  -0.019
C  -2.57  2.40  -2.95  -0.244
C  -3.07  2.58  -4.38  -0.078
H  -7.55  -0.80  -3.23  0.066
H  -6.06  -0.51  -4.14  0.068
H  -7.04  0.86  -3.57  0.043
H  -5.53  -1.12  -1.78  0.071
H  -6.54  0.21  -1.20  0.090
H  -3.83  0.31  -1.95  0.052
H  -3.78  3.71  -1.80  0.088
H  -2.18  1.39  -2.80  0.084
H  -1.72  3.05  -2.75  0.103
H  -3.91  1.91  -4.58  0.064
H  -2.27  2.34  -5.08  0.067
H  -3.39  3.60  -4.55  0.072
C  -1.79  -1.08  3.51  -0.277
H  -2.48  -0.59  4.20  -0.149
H  -2.16  -1.00  2.48  -0.212
H  -0.75  -0.77  3.64  -0.171